Density functional theory data (the ωB97M-V functional and the def2-TZVPD basis) for a cluster of 2 separate species, C5H14NO2 in total.

The geometry in XYZ format:
```
22
Properties=species:S:1:pos:R:3:forces:R:3:mulliken_charge:R:1
C -0.7875 -0.3037 2.2493 5.49 -0.35 -4.65 -0.5639
O -0.4866 -1.5845 2.2602 -0.53 -0.02 0.43 -0.8460
C -1.0303 0.3221 0.6244 2.53 -1.05 3.21 -0.2058
C -0.5434 -0.7134 -0.4671 -2.86 -2.02 1.57 0.8559
C 0.8502 -1.2947 -0.6319 2.38 3.99 1.19 -1.6487
C -1.0052 -0.2545 -1.7988 0.51 -1.61 -0.49 -1.6569
N -0.3906 1.6430 0.5865 -2.74 -0.95 -4.20 -0.6732
H -1.5252 0.0461 2.8376 -3.23 1.27 2.21 0.4773
H 0.1619 0.4345 2.4359 -0.99 -0.95 0.48 -0.0197
H -2.0685 0.5109 0.6943 -1.45 -0.37 -1.12 0.3642
H -1.1549 -1.7096 -0.2263 0.84 2.26 -0.13 0.2248
H 1.4579 -0.8112 -1.5100 -1.14 -0.90 1.23 0.3317
H 1.3864 -1.0208 0.3119 0.00 -0.45 -0.58 0.4766
H 0.9353 -2.3306 -0.6923 -0.28 -1.72 -0.31 0.3224
H -2.0541 -0.1564 -1.7695 -1.29 0.42 -0.48 0.4215
H -0.6803 -1.0754 -2.4399 -0.48 0.14 -0.78 0.4542
H -0.4954 0.6126 -2.1284 0.37 1.21 -0.39 0.3462
H 0.1405 1.6825 -0.2517 0.33 0.51 -0.93 0.1245
H 0.1768 1.9466 1.2680 2.29 0.44 3.66 0.3317
H 2.3642 2.0990 -0.1757 -0.72 0.54 0.62 0.3152
H 2.0650 0.6330 -0.5753 -1.51 -1.21 0.45 0.2919
O 2.6835 1.3244 -0.6012 2.49 0.81 -1.01 -0.7239
```
Forces are in eV/Å.

## Properties
DFT total energy in Ha: -404.04978
Charge: -1
Highest occupied orbital energy in eV: -2.376
2S+1: 1
Orbital gap in eV: 6.1

=====

Density functional theory data (the ωB97M-V functional and the def2-TZVPD basis) for a cluster of 8 separate species, C18H52NO7PS7 in total.

The geometry in XYZ format:
```
86
Properties=species:S:1:pos:R:3:forces:R:3:mulliken_charge:R:1
C -2.7104 -0.1776 2.6291 0.09 1.91 0.57 -0.4051
C -1.9962 1.0997 2.9278 0.57 -2.00 -0.58 -0.3586
P -1.2661 2.1633 1.4864 0.13 -1.44 2.03 0.1076
N 0.3972 2.5366 2.0089 -0.06 0.11 -1.44 -0.2965
C -1.3289 1.0392 -0.0568 0.28 -1.77 -1.15 -0.4518
C -0.1750 -0.1510 -0.0741 -0.04 -0.36 -0.43 -0.5781
H -3.8898 -0.1223 2.5201 2.52 -0.99 1.74 0.2349
H -2.1013 -1.1931 2.5097 -1.41 2.51 -1.43 0.1907
H -1.7938 1.5268 4.0165 -1.84 0.03 -2.51 0.2118
H 0.5472 3.5548 2.1939 -0.17 -1.35 -0.67 0.2465
H 1.1276 2.1290 1.3843 -0.54 0.70 0.87 0.0852
H -1.2855 1.6593 -1.0740 0.09 -1.09 2.43 0.3275
H -2.3746 0.4639 -0.0819 2.19 1.55 0.30 0.2264
H 0.0926 -0.3849 -1.2065 -0.43 0.40 2.40 0.1394
H 0.8110 0.1425 0.4958 -1.93 -0.47 -1.21 0.1510
H -0.5691 -1.1594 0.4212 0.72 2.32 -1.02 0.2019
C -5.4580 -5.0200 3.0767 0.07 -0.01 0.41 -0.7782
S -5.1791 -3.5739 4.1277 0.06 -0.04 -0.26 0.3961
O -4.9865 -2.3910 3.2255 -0.04 -0.53 0.17 -0.5239
C -3.5446 -4.0831 4.7133 0.13 0.09 0.00 -0.9355
H -6.4200 -4.9021 2.5720 0.30 0.06 0.16 0.2323
H -4.6647 -5.0982 2.3297 -0.21 0.10 0.21 0.2456
H -5.4825 -5.9209 3.6940 0.00 0.11 0.15 0.4353
H -2.8693 -4.2190 3.8651 -0.13 0.03 0.00 0.2721
H -3.6327 -5.0152 5.2766 -0.07 0.09 -0.05 0.3753
H -3.1512 -3.3015 5.3673 -0.13 -0.04 -0.10 0.3240
C 2.5061 3.6223 6.2416 0.11 0.01 0.16 -0.9956
S 2.0619 2.2436 5.1575 0.01 -0.39 0.23 0.6358
O 2.1264 0.9877 5.9753 0.14 0.64 -0.31 -0.6731
C 3.5612 2.3122 4.1470 0.06 -0.08 0.03 -0.8187
H 1.7190 3.7431 6.9899 0.05 -0.10 -0.16 0.3247
H 3.4536 3.4132 6.7437 -0.06 -0.05 -0.06 0.3239
H 2.5875 4.5387 5.6525 -0.04 -0.09 -0.01 0.3283
H 4.4437 2.1839 4.7785 -0.12 0.00 0.05 0.4796
H 3.6076 3.2722 3.6272 -0.06 -0.11 0.00 0.1289
H 3.5217 1.5050 3.4121 -0.11 0.16 0.08 0.2432
C 4.4584 5.0231 0.8477 0.07 -0.02 0.17 -0.9673
S 4.0142 3.6443 -0.2365 0.24 0.00 0.00 0.5696
O 4.0787 2.3884 0.5813 0.06 0.23 -0.11 -0.5533
C 5.5135 3.7129 -1.2469 0.09 0.04 -0.03 -0.7144
H 3.6713 5.1438 1.5960 0.01 -0.08 -0.17 0.2824
H 5.4058 4.8140 1.3497 -0.02 -0.11 -0.13 0.2239
H 4.5398 5.9394 0.2586 -0.05 -0.11 -0.01 0.4266
H 6.3960 3.5846 -0.6155 -0.22 -0.02 0.01 0.0914
H 5.5598 4.6729 -1.7668 -0.16 -0.06 0.02 0.4380
H 5.4740 2.9057 -1.9819 -0.15 0.07 0.08 0.2790
C -5.2752 -4.0155 -2.0771 0.01 -0.07 -0.08 -1.0756
S -5.2515 -3.6103 -0.3139 -0.20 -0.08 -0.03 0.6436
O -5.7141 -4.8253 0.4345 -0.03 0.44 -1.03 -0.7211
C -6.6366 -2.4476 -0.3725 -0.10 0.01 0.07 -0.9861
H -4.5047 -4.7656 -2.2714 -0.06 0.08 0.18 0.3770
H -6.2515 -4.4194 -2.3551 0.03 0.04 0.11 0.3248
H -5.0602 -3.1177 -2.6611 -0.06 0.03 0.08 0.3475
H -7.5290 -2.9484 -0.7557 0.13 -0.06 0.00 0.3380
H -6.3763 -1.6016 -1.0131 0.06 -0.11 0.03 0.3846
H -6.8306 -2.0875 0.6404 0.19 -0.12 -0.06 0.2976
C 7.1518 0.2700 0.6684 -0.03 0.01 -0.16 -0.9544
S 7.4307 1.7162 1.7194 -0.06 -0.03 -0.12 0.6624
O 7.6233 2.8991 0.8172 0.25 -0.45 0.36 -0.7339
C 9.0651 1.2070 2.3050 0.14 0.07 -0.09 -1.0559
H 6.1898 0.3879 0.1637 0.07 0.14 0.20 0.2339
H 7.9451 0.1919 -0.0787 0.01 0.09 0.10 0.3648
H 7.1273 -0.6309 1.2857 0.00 0.13 0.03 0.3858
H 9.7404 1.0710 1.4568 -0.11 0.04 0.02 0.3237
H 8.9771 0.2748 2.8683 -0.09 0.10 -0.05 0.3776
H 9.4586 1.9885 2.9590 -0.15 -0.05 -0.10 0.3193
C 0.5063 0.2280 -5.4907 0.02 -0.06 -0.12 -0.9062
S 0.7852 1.6742 -4.4397 0.13 0.42 -0.33 0.6012
O 0.9778 2.8571 -5.3419 -0.01 -0.71 0.41 -0.6701
C 2.4196 1.1650 -3.8541 0.12 -0.03 -0.04 -0.7565
H -0.4557 0.3460 -5.9954 0.12 0.10 0.14 0.2687
H 1.2996 0.1499 -6.2378 -0.03 0.09 0.08 0.3333
H 0.4818 -0.6729 -4.8734 -0.01 0.10 0.02 0.3231
H 3.0949 1.0291 -4.7023 -0.12 0.05 0.00 0.3876
H 2.3316 0.2329 -3.2908 -0.06 0.09 -0.02 0.3557
H 2.8131 1.9465 -3.2001 -0.18 -0.04 -0.08 0.0594
C -5.6988 -3.6335 -6.3663 -0.11 -0.03 0.00 -0.9003
S -4.6821 -2.2975 -5.6917 -0.32 0.22 0.16 0.5482
O -5.5034 -1.5824 -4.6601 0.30 -0.36 -0.50 -0.6051
C -4.6896 -1.2843 -7.1908 -0.06 0.09 -0.04 -0.9685
H -5.8597 -4.3772 -5.5820 0.10 0.17 -0.04 0.2800
H -6.6634 -3.2401 -6.6952 0.10 0.06 0.07 0.3119
H -5.1781 -4.1009 -7.2052 0.02 0.06 0.09 0.3518
H -5.7167 -1.0358 -7.4688 0.06 -0.06 0.11 0.3175
H -4.2021 -1.8297 -8.0025 -0.01 0.00 0.12 0.3660
H -4.1362 -0.3640 -6.9905 -0.06 -0.17 0.08 0.3193
```
Forces are in eV/Å.

## Properties
DFT total energy in Ha: -4426.67178
Charge: 0
Highest occupied orbital energy in eV: -6.298
2S+1: 1
Orbital gap in eV: 6.4

=====

Density functional theory data (the ωB97M-V functional and the def2-TZVPD basis) for a structure of composition C2H3N3O2.

The geometry in XYZ format:
```
10
Properties=species:S:1:pos:R:3:forces:R:3:mulliken_charge:R:1
C 1.0373 -0.0350 -0.0073 1.53 -1.43 -1.69 0.5520
C -1.1867 -0.2351 -0.0755 -0.22 5.24 1.73 0.7099
H 2.9649 0.0798 0.4313 -3.43 -3.17 -1.63 0.4340
H -0.9360 1.9451 -0.6893 0.31 -3.62 3.82 0.3066
H -2.9526 0.2457 0.8333 2.28 -2.78 -3.99 0.3058
N 0.8011 1.2058 -0.0940 0.29 -3.05 1.61 -0.4980
N -0.5496 1.0366 0.1610 -6.62 9.56 -4.09 -0.2274
N -2.4042 -0.5577 0.0107 -1.69 1.88 3.25 -0.7427
O 2.2045 -0.6782 0.0714 2.49 2.90 1.45 -0.5184
O -0.0933 -0.8772 -0.1493 5.05 -5.53 -0.47 -0.3219
```
Forces are in eV/Å.

## Properties
DFT total energy in Ha: -392.57266
Charge: 0
Highest occupied orbital energy in eV: -8.778
2S+1: 1
Orbital gap in eV: 8.8

=====

Q: What is the orbital gap in the first record?
A: 6.1 eV

=====

Q: Number 3 is which compound?
A: C2H3N3O2

=====

Q: Number 1 is which compound?
A: C5H14NO2